Record 1
# C13H7N3OPtS5

A molecular structure, C13H7N3OPtS5 in a non-equilibrium geometry (ωB97M-V/def2-TZVPD, OMol25).

Properties
charge = +2
relative energy (zero: lowest compared OMol25 entry of this formula, charge and spin) = 58.35 kJ/mol
frontier orbital gap = 0.1946 hartree
HOMO = -14.7 eV

Geometry (Å):
Pt -1.40618 -0.45059 0.00971
N 2.51222 -0.83815 1.14163
C 2.84404 -0.67711 -0.20228
C 4.07090 -0.61643 -0.85079
C 4.02650 -0.45158 -2.22044
C 2.81129 -0.35969 -2.91984
C 1.59453 -0.41963 -2.27359
C 1.63191 -0.57244 -0.89014
N 0.61399 -0.66244 0.05236
C 1.18035 -0.83399 1.23945
C 0.29437 -1.04351 2.37243
C 0.52501 -1.28196 3.68687
S -0.95413 -1.46262 4.52137
C -1.81018 -1.22109 3.08282
N -1.05370 -1.01749 2.03509
H 3.16305 -0.98416 1.89781
H 5.00854 -0.69907 -0.31909
H 4.95286 -0.39490 -2.77450
H 2.83558 -0.24778 -3.99479
H 0.66044 -0.36587 -2.81699
H 1.46754 -1.34543 4.20645
H -2.88863 -1.24924 3.04323
O -5.89758 4.29156 -1.41464
C -5.13281 3.41642 -1.27073
S -3.37669 3.54895 -1.69442
C -2.95393 1.98831 -1.14300
C -4.03088 1.14621 -0.59854
S -3.67696 -0.38916 -0.06927
S -5.60197 1.79063 -0.60405
S -1.40947 1.40224 -1.23211

Record 2
# C13H8DyN2O5Se

A molecular structure, C13H8DyN2O5Se in a non-equilibrium geometry (ωB97M-V/def2-TZVPD, OMol25).

Properties
2S+1 = 6
charge = +3
frontier orbital gap (spin up / spin down) = 0.1934 / 0.1966 hartree
HOMO (spin up / spin down) = -18.7 / -18.7 eV
expectation value of S² = 9.3552

Geometry (Å):
O 5.78954 3.99403 -1.82176
C 5.88177 2.85854 -1.64765
Dy 1.46698 0.95140 -0.35736
O 2.23379 3.69228 -2.63728
C 1.98638 2.81138 -1.90075
C 3.60666 1.59193 0.91118
O 4.52801 1.93072 1.52535
C 2.43193 3.20404 0.06642
O 2.96301 4.22119 0.27571
C 3.07898 0.80281 -2.39577
O 3.74734 0.68416 -3.32738
C -2.44588 0.04908 -1.48649
N -1.70039 -0.40151 -0.32624
C -0.91910 0.41161 0.44970
Se -0.81183 2.33246 0.32349
N -0.54185 -0.35805 1.51588
C -1.17691 -1.58384 1.48142
C -1.38803 -2.52189 2.47007
C -2.34384 -3.52926 2.23295
C -3.06260 -3.58435 1.01824
C -2.88610 -2.57702 0.04257
C -1.93473 -1.60341 0.32845
H -2.44952 -0.73334 -2.25012
H -1.97122 0.95578 -1.87390
H -3.48395 0.26844 -1.21466
H -0.10277 0.00601 2.36035
H -0.85514 -2.50558 3.41137
H -2.49823 -4.37079 2.93146
H -3.72683 -4.44364 0.81594
H -3.41544 -2.55318 -0.92118

Record 3
# C13H8F6N2O4PtS5

A molecular structure, C13H8F6N2O4PtS5 (ωB97M-V/def2-TZVPD, OMol25).

Properties
2S+1 = 5
relative energy (zero: lowest compared OMol25 entry of this formula, charge and spin) = 0.00 kJ/mol
frontier orbital gap (spin up / spin down) = 0.2635 / 0.2136 hartree
HOMO (spin up / spin down) = -8.1 / -8.5 eV
expectation value of S² = 6.0347

Geometry (Å):
Pt -0.64764 0.19336 0.24087
F 1.28827 2.35536 1.12065
C 1.07465 1.88174 3.58763
F 1.19679 3.18328 3.54195
F 1.81202 1.37990 4.55577
S -0.69742 1.30775 3.69566
O -1.28367 1.41591 2.36262
O -1.23416 2.13517 4.72620
N -0.45638 -0.16073 4.15962
S -0.85820 -1.49830 3.43925
O -0.84327 -1.45435 1.97945
O -1.96049 -2.16482 4.05135
C 0.61787 -2.48683 3.86858
F 0.82485 -2.47407 5.17670
F 1.70740 -2.01192 3.25514
F 0.40737 -3.73486 3.46079
S -1.46510 1.79212 -1.27122
C -2.15674 0.83569 -2.47898
C -2.78719 1.50022 -3.57429
C -3.36324 0.79524 -4.58049
C -3.35009 -0.62664 -4.56091
C -2.76125 -1.29678 -3.53757
C -2.14290 -0.59440 -2.45948
S -1.43207 -1.49558 -1.21790
H -2.79677 2.58344 -3.58103
H -3.83819 1.31895 -5.40030
H -3.81747 -1.17977 -5.36597
H -2.75529 -2.37951 -3.51672
S 1.74636 0.90830 1.79337
C 2.38817 0.44768 0.17563
C 3.72262 0.34899 -0.13936
C 4.04296 -0.03217 -1.43927
C 3.02990 -0.28471 -2.34659
C 1.70982 -0.17466 -1.93338
N 1.39639 0.17027 -0.68988
H 4.47920 0.57561 0.59843
H 5.07967 -0.12194 -1.73861
H 3.24791 -0.57678 -3.36431
H 0.87530 -0.38014 -2.59340

Record 4
# C13H8FN3S3

A single C13H8FN3S3 molecule in a non-equilibrium geometry (ωB97M-V/def2-TZVPD, OMol25).

Properties
relative energy (zero: lowest compared OMol25 entry of this formula, charge and spin) = 215.01 kJ/mol
frontier orbital gap = 0.3110 hartree
HOMO = -9.4 eV

Geometry (Å):
N -1.86686 -7.69228 1.20584
C -1.68464 -6.60020 0.93777
C -1.49639 -5.26359 0.55107
S 0.24566 -4.90859 0.60038
C 0.33668 -3.18296 0.31931
S 0.97736 -2.50362 -1.08460
N 0.39406 -0.92689 -0.59694
C -0.12816 -0.84649 0.62725
S -0.48198 0.69804 1.36981
C -1.06738 1.69966 -0.11907
C 0.06122 2.75593 -0.50090
C -0.12518 3.57363 -1.58176
C 0.92906 4.41091 -2.13180
C 2.09615 4.52362 -1.45927
F 3.12138 5.27454 -1.68732
C 2.27817 3.87984 -0.21768
C 1.23401 3.09548 0.29902
C -0.10715 -2.18239 1.13336
C -0.75585 -2.27769 2.38066
N -1.24935 -2.30218 3.50518
H -1.70661 -5.11381 -0.49709
H -2.11953 -4.61631 1.11169
H -1.29524 0.97333 -0.86219
H -1.97616 2.14832 0.14240
H -1.07271 3.61099 -2.04616
H 0.81888 4.97178 -3.05184
H 3.08688 4.16109 0.38528
H 1.55370 2.63983 1.26759

Record 5
# C13H9Co2NO10

A molecular structure, C13H9Co2NO10 in a non-equilibrium geometry (ωB97M-V/def2-TZVPD, OMol25).

Properties
charge = -2
frontier orbital gap = 0.1361 hartree
HOMO = 1.1 eV

Geometry (Å):
C -0.92128 4.29259 1.54508
C -0.01210 3.29511 2.19187
O -0.74998 2.05489 2.19175
C -0.20090 1.03413 2.84566
C -0.62243 -0.35402 2.33419
N -0.60484 -1.27355 3.58716
O -1.66010 -1.88089 3.89222
O 0.54683 -1.43923 4.03681
O 0.63137 1.25754 3.70333
H -0.33600 5.20877 1.44869
H -1.25006 3.93519 0.56078
H -1.79171 4.48199 2.18553
H 0.89074 3.18274 1.58537
H 0.21541 3.62592 3.20136
H -1.63590 -0.31818 1.94394
O 0.09305 2.59845 -2.81673
C 0.20351 1.43757 -2.92794
Co 0.36499 -0.31263 -3.09112
C -1.34415 -0.78314 -3.15157
O -2.46375 -1.05546 -3.28360
C 0.87349 -0.31062 -4.80044
O 1.18438 -0.29118 -5.91657
C 1.24826 -0.61665 -1.27442
C 0.60087 -1.18386 -0.21179
C 0.35980 -1.16995 1.21208
Co 0.85273 -2.35774 -1.54147
C -0.81254 -2.60710 -1.21098
O -1.92159 -2.74343 -0.92026
C 1.52960 -3.93130 -0.91377
O 1.96362 -4.92619 -0.56967
C 0.72452 -2.72440 -3.35845
O 0.70989 -3.29862 -4.37784
H 2.12992 0.04768 -1.27529
H 0.00606 -2.20195 1.47478
H 1.19830 -0.67245 1.70129

Record 6
# C13H9I2N3O2Pt

A molecular structure, C13H9I2N3O2Pt (ωB97M-V/def2-TZVPD, OMol25).

Properties
charge = +2
frontier orbital gap = 0.3067 hartree
HOMO = -16.0 eV

Geometry (Å):
Pt -1.55369 -1.71793 -0.11754
O 1.31697 4.64884 0.51730
N 2.10536 3.81842 0.12268
O 3.25232 4.01399 -0.18106
C 1.62413 2.41288 0.04055
C 2.57853 1.46359 0.03166
C 2.23022 0.07425 -0.00199
C 3.17063 -0.97055 0.00218
C 2.72923 -2.27026 -0.03031
C 1.35836 -2.52835 -0.06729
N 0.45772 -1.55283 -0.07206
C 0.88358 -0.26415 -0.03815
C -0.11725 0.74475 -0.04295
N -1.40125 0.29787 -0.08886
C -2.39470 1.17506 -0.10499
C -2.15343 2.54614 -0.08824
C -0.86432 3.01572 -0.04073
C 0.21217 2.10191 -0.00426
H 3.61886 1.76044 0.05766
H 4.22898 -0.74393 0.03094
H 3.42136 -3.09970 -0.02936
H 0.99481 -3.54484 -0.09772
H -3.40431 0.79392 -0.14201
H -2.98871 3.23082 -0.11367
H -0.67108 4.07606 -0.02778
I -4.19789 -1.99370 -0.00303
C -3.92445 -4.09407 0.11446
I -1.82074 -4.36405 0.06667
H -4.37462 -4.57095 -0.74901
H -4.31679 -4.45936 1.05693

Record 7
# C13H9OP

A single C13H9OP molecule in a non-equilibrium geometry (ωB97M-V/def2-TZVPD, OMol25).

Properties
relative energy (zero: lowest compared OMol25 entry of this formula, charge and spin) = 0.00 kJ/mol
frontier orbital gap = 0.2828 hartree
HOMO = -8.4 eV

Geometry (Å):
O -1.48460 -2.36849 -1.41841
P -1.04781 -2.92635 -0.14958
C 0.07488 -1.62593 0.64747
C 0.99163 -0.89855 -0.47637
C 1.97095 -1.43283 -1.27721
C 2.61695 -0.57704 -2.16090
C 2.27465 0.76485 -2.22446
C 1.26423 1.28725 -1.43415
C 0.60395 0.44222 -0.55560
C -0.46240 0.70159 0.39652
C -1.14210 1.87583 0.68020
C -2.10377 1.87340 1.67698
C -2.41283 0.70455 2.35489
C -1.75341 -0.48135 2.06649
C -0.76279 -0.47465 1.10333
H 0.67952 -2.06864 1.43878
H 2.23641 -2.47885 -1.21490
H 3.39687 -0.96144 -2.80103
H 2.79896 1.41312 -2.90910
H 0.99177 2.32942 -1.50350
H -0.92806 2.78119 0.13351
H -2.61665 2.78971 1.92598
H -3.18057 0.72641 3.11392
H -2.00575 -1.39541 2.58714

Question: Which formula does entry 5 have?
Answer: C13H9Co2NO10

Copy entry 2 word for word.
# C13H8DyN2O5Se

A molecular structure, C13H8DyN2O5Se in a non-equilibrium geometry (ωB97M-V/def2-TZVPD, OMol25).

Properties
2S+1 = 6
charge = +3
frontier orbital gap (spin up / spin down) = 0.1934 / 0.1966 hartree
HOMO (spin up / spin down) = -18.7 / -18.7 eV
expectation value of S² = 9.3552

Geometry (Å):
O 5.78954 3.99403 -1.82176
C 5.88177 2.85854 -1.64765
Dy 1.46698 0.95140 -0.35736
O 2.23379 3.69228 -2.63728
C 1.98638 2.81138 -1.90075
C 3.60666 1.59193 0.91118
O 4.52801 1.93072 1.52535
C 2.43193 3.20404 0.06642
O 2.96301 4.22119 0.27571
C 3.07898 0.80281 -2.39577
O 3.74734 0.68416 -3.32738
C -2.44588 0.04908 -1.48649
N -1.70039 -0.40151 -0.32624
C -0.91910 0.41161 0.44970
Se -0.81183 2.33246 0.32349
N -0.54185 -0.35805 1.51588
C -1.17691 -1.58384 1.48142
C -1.38803 -2.52189 2.47007
C -2.34384 -3.52926 2.23295
C -3.06260 -3.58435 1.01824
C -2.88610 -2.57702 0.04257
C -1.93473 -1.60341 0.32845
H -2.44952 -0.73334 -2.25012
H -1.97122 0.95578 -1.87390
H -3.48395 0.26844 -1.21466
H -0.10277 0.00601 2.36035
H -0.85514 -2.50558 3.41137
H -2.49823 -4.37079 2.93146
H -3.72683 -4.44364 0.81594
H -3.41544 -2.55318 -0.92118